97
Properties=species:S:1:pos:R:3:forces:R:3:mulliken_charge:R:1 method="wB97M-V/def2-TZVPD" homo_lumo_gap_ev=4.57 max_force_ev_per_a=7.5 homo_ev=-16.056 lumo_ev=-11.48 total_charge=+3 total_energy_ev=-78709.054
In 0.022170 -0.165323 -0.036982 -0.23 -0.27 -0.53 3.101
O 0.437850 -2.264143 2.124508 0.05 6.04 -2.71 -0.278
O -2.685770 0.241567 -1.341382 5.49 0.41 -0.75 -0.415
O 1.744100 2.482597 0.137868 -2.69 -1.05 0.97 -0.166
O -0.224270 -1.185853 -2.754022 1.42 -0.08 2.76 -0.171
O -1.893440 2.393007 0.602218 -0.02 -3.90 -1.00 -0.004
O 0.404470 1.496097 2.474158 -1.12 -4.11 -2.82 -0.027
O 2.886320 -0.504523 1.079918 -3.50 3.60 -1.86 -0.240
O -2.248130 -0.292273 1.951048 -0.12 -0.30 -0.07 -0.231
O 2.242570 0.426947 -1.800572 0.73 0.94 0.00 -0.003
O 0.893750 -2.935613 -0.483132 -1.65 2.08 0.62 -0.068
O -0.362830 1.745417 -2.334312 2.51 -3.59 2.12 -0.244
O -1.869420 -2.556563 0.207718 3.49 4.01 -0.01 -0.338
N -1.347770 -0.737733 -4.550032 -3.12 1.20 -1.03 -0.410
N 4.209260 -0.496283 -2.275362 4.43 -4.28 1.06 -0.349
N -0.281000 3.153767 -4.024512 3.11 1.14 -3.33 -0.452
N -4.442500 1.136417 -0.198092 -0.09 2.28 1.63 -0.349
N 3.783320 -2.246333 1.926338 0.15 -2.97 1.86 -0.430
N -1.746800 4.535707 0.205388 1.40 3.72 -3.66 -0.437
N 5.100820 -0.557243 1.525058 1.79 0.85 0.56 -0.350
N -4.630410 -0.696583 -1.328772 -3.63 -3.32 -0.94 -0.332
N -1.957320 3.139527 -2.731922 -4.92 1.15 2.33 -0.494
N 0.742550 -1.217333 -4.873752 2.27 -0.13 0.44 -0.474
N 3.645700 1.208357 -3.388832 -0.33 3.41 -2.60 -0.432
N 0.729500 -5.184283 -0.896252 -1.68 -1.41 0.33 -0.391
N -2.429840 3.965167 2.087658 -1.76 -0.38 4.27 -0.472
N 0.825650 3.674097 2.817968 0.23 3.09 -2.87 -0.435
N -4.154180 0.336637 2.956958 -4.13 0.02 -0.20 -0.369
N 0.497170 2.459757 4.479758 -0.69 -0.99 3.22 -0.469
N 1.150000 -3.409983 3.797658 -0.24 -1.39 1.81 -0.392
N -2.843520 -4.186983 -0.885622 0.64 -2.13 -5.39 -0.419
N 2.608040 -4.135233 -1.155162 2.18 1.56 -0.10 -0.558
N -3.436590 -3.756083 1.108898 -1.86 -0.01 3.67 -0.391
N -0.554150 -4.125963 2.498858 -3.66 -3.61 -0.99 -0.225
N -2.245410 0.665247 4.008448 1.33 -0.15 0.42 -0.387
N 3.974950 2.663557 0.054418 1.40 -2.81 1.14 -0.580
N 2.778560 4.061667 -0.989402 -1.71 5.91 -4.37 -0.304
C -0.216720 -1.002223 -3.956562 -0.11 -0.60 -0.93 0.440
C -2.866470 0.176587 2.932758 2.22 0.45 -1.32 0.163
C 0.537070 2.456577 3.147818 0.76 0.40 2.75 0.302
C -2.031320 3.533127 0.921078 0.41 -0.90 1.35 0.343
C -2.672540 -3.417603 0.128538 -1.32 -1.13 0.22 0.236
C -3.799290 0.197577 -0.945052 -2.17 2.17 1.49 0.397
C 0.225970 -3.175513 2.855198 3.97 -0.65 0.60 0.380
C 3.358240 0.425117 -2.397442 -5.91 0.08 1.70 0.075
C 2.729480 3.029827 -0.278232 1.29 -1.62 1.46 0.141
C 1.317990 -4.013423 -0.803812 1.72 -0.04 -0.65 0.429
C -0.819170 2.620017 -3.000172 -0.42 0.10 0.63 0.415
C 3.843840 -0.995703 1.582498 1.15 -0.54 -1.47 0.582
H 5.404840 0.366507 1.252368 -0.25 -0.17 0.45 0.195
H 1.848330 -2.731563 4.066338 -0.32 -0.26 -0.16 0.248
H -5.584310 -0.459983 -1.095952 -0.09 -0.91 -0.51 0.150
H -0.473870 -5.095233 2.771178 -0.07 0.35 0.40 0.230
H 0.630310 2.760157 -4.210732 -0.18 0.77 -0.98 0.249
H 0.603430 -0.926743 -5.830982 0.17 -0.04 0.31 0.185
H 1.138200 -4.364563 4.127408 0.59 0.44 0.73 0.169
H -4.055670 -4.550313 1.031118 -0.01 0.47 0.79 0.167
H -4.025090 1.993167 0.136368 0.93 -0.54 -0.32 0.027
H 1.909520 4.518047 -1.227302 0.21 0.01 -0.17 0.247
H -1.970360 5.394907 0.686938 0.54 0.59 -1.65 0.135
H -1.249040 0.670047 3.843168 0.11 0.34 0.55 -0.067
H -0.220580 -5.265543 -0.563332 0.28 -0.52 -0.02 0.202
H 4.342070 -1.010683 -1.416382 -0.08 -0.05 -0.34 0.165
H 0.785880 3.808837 1.817788 0.77 0.71 0.04 0.110
H 0.479170 1.626607 5.050398 -0.04 0.20 -0.18 0.244
H -3.227790 -3.161973 1.898548 -0.91 -0.63 0.64 0.264
H -2.359500 3.965887 -3.150832 -0.14 -0.46 0.15 0.181
H -3.479260 -4.967843 -0.964322 0.13 0.35 0.02 0.171
H -2.108730 4.874327 2.388378 -0.32 -0.46 0.52 0.206
H 4.542420 1.176017 -3.852442 -0.34 0.35 0.02 0.178
H 4.607190 -2.617853 2.377238 -0.79 -1.00 -0.11 0.150
H 5.718610 -1.178903 2.027028 0.69 0.86 -0.32 0.120
H -2.067250 -0.370523 -3.943732 -0.21 -0.21 -0.33 0.171
H 2.924450 -2.709123 1.665058 0.19 -0.40 0.60 0.009
H 1.692590 -1.292123 -4.539172 -0.14 -0.19 -0.21 0.207
H -5.402640 1.151907 0.114948 -0.01 -0.80 -0.61 0.265
H -4.760610 0.161757 2.168438 0.62 -0.24 -0.03 0.199
H -2.300630 -3.897423 -1.686572 -0.20 -0.48 -0.28 0.249
H -4.658230 0.564427 3.802038 0.30 -0.05 -0.02 0.178
H 4.854290 -0.542663 -3.051182 0.52 -0.71 0.81 0.152
H -2.428310 2.526767 -2.081702 -0.82 0.61 0.25 0.114
H 4.688380 2.771077 -0.652372 0.05 0.01 0.12 0.267
H -4.427720 -1.469803 -1.946142 0.13 0.33 0.20 0.233
H 1.445710 -5.893463 -0.831382 -1.23 -0.82 0.00 0.200
H 3.784330 1.702897 0.301188 1.04 -0.70 0.48 0.046
H -2.621630 3.239297 2.763258 0.08 0.44 0.25 0.144
H -2.708320 1.267947 4.673708 0.35 -0.18 -0.11 0.260
H 3.625890 4.463527 -1.364412 -0.23 -0.02 0.35 0.202
H -1.452530 -0.790373 -5.553202 -0.29 0.25 0.34 0.168
H 3.046340 -3.239603 -0.994432 0.67 -0.46 -0.27 0.077
H -0.861780 3.800717 -4.538562 1.08 -0.20 -0.68 0.174
H -1.300470 4.330637 -0.677132 -0.15 0.90 -0.06 0.195
H 3.162320 -4.970533 -1.278232 -0.25 0.25 -0.02 0.200
H 1.388820 4.161637 3.500058 0.00 0.52 -0.95 0.233
H -0.993180 -3.959373 1.604648 0.05 0.07 0.14 -0.107
H 2.927060 1.851717 -3.688412 0.41 -0.05 -0.11 0.190
H 0.256840 3.351797 4.887948 0.10 -0.56 0.48 0.134

80
Properties=species:S:1:pos:R:3:forces:R:3:mulliken_charge:R:1 method="wB97M-V/def2-TZVPD" homo_lumo_gap_ev=1.21 max_force_ev_per_a=9.9 homo_ev=-8.015 lumo_ev=-6.81 total_charge=+1 total_energy_ev=-394989.881
Br -4.000960 1.475633 -2.547057 -1.23 -4.36 -0.05 -0.270
Br -1.658178 0.686839 -8.152357 0.03 -0.11 0.44 -0.020
Br -3.230243 0.377115 -5.356361 0.73 -0.30 -0.74 0.028
Br -0.757685 -1.573534 -6.039393 -0.24 0.49 -0.07 -0.019
Cl 6.599040 -3.177210 0.970290 2.00 1.89 1.30 -0.082
Cl 2.435968 3.641072 7.361336 -0.11 0.06 -0.14 -0.155
Cl 3.337595 1.698072 5.383770 -0.08 -0.01 -0.19 -0.134
S 3.586487 -3.359578 1.051615 -0.42 -0.33 0.29 0.512
Al -0.000960 4.565828 -3.484140 -0.04 -0.73 -0.07 0.632
Na -6.400960 0.754249 1.084479 -0.23 -0.07 -0.18 0.984
O 7.411202 -1.959905 -3.983371 0.20 -0.98 -0.46 -0.739
O 0.185645 -2.919363 2.149605 -1.83 -0.58 1.22 -0.204
O -1.485820 5.189858 2.834727 -2.02 -9.70 0.53 -0.483
O 9.376622 -3.226866 -1.889123 -0.68 -0.84 0.98 -0.506
O 8.128622 -4.332060 -0.528894 0.44 -0.12 0.17 -0.398
O -1.332069 2.864787 -3.598262 2.87 0.71 -0.09 -0.691
O -0.743505 2.573527 0.546998 3.51 0.78 7.88 -0.462
O 6.429429 -3.703234 -2.880317 0.06 0.42 -0.18 -0.631
O 9.491886 -5.374336 -1.826720 -0.85 0.71 0.75 -0.561
O 3.190837 -4.263764 2.181732 0.05 0.35 -0.50 -0.656
O 6.027829 -1.584483 -2.416016 -1.19 1.69 1.21 -0.458
O -0.646748 2.901518 3.016413 -1.11 1.14 -3.15 -0.156
O -6.200960 4.980001 -3.299547 0.31 -0.18 -0.33 -0.595
N -3.184974 0.982404 3.342760 -0.36 -3.74 -2.95 -0.769
N 8.999033 -4.311116 -1.414900 1.96 0.03 -2.24 1.050
N -3.447114 1.972427 2.454535 -1.24 -2.67 -3.27 0.783
C 1.608019 2.328183 1.502619 -0.09 -0.33 0.80 -0.718
C -1.087452 -3.595061 1.854514 -0.74 -0.27 0.48 -0.539
C -4.389576 4.340058 -4.663993 0.32 0.04 -0.17 -0.455
C 0.306708 -2.543353 3.566890 0.83 1.02 1.04 -0.523
C -3.166228 3.806970 -4.738578 0.25 -0.03 0.09 -0.302
C -3.895660 0.190647 0.296274 1.47 -0.15 6.38 -0.678
C 4.807160 -4.242717 0.050284 -3.90 0.78 -2.10 -0.704
C -1.524245 0.198962 -6.274003 0.15 -0.04 -0.14 -0.177
C -3.376731 3.430012 2.933548 1.31 -0.09 -0.60 -0.464
C -2.452592 3.350771 -3.529277 -3.03 0.28 -0.32 0.124
C 6.660301 -2.500343 -3.135953 1.04 -1.84 -1.05 0.827
C -3.797322 1.635959 1.047533 0.05 -0.88 -1.42 0.452
C -5.080436 4.494018 -3.368532 -0.32 0.01 1.63 0.035
C -4.366800 4.037819 -2.159231 -0.47 3.27 -0.52 -0.338
C 2.314031 3.108471 5.680122 -0.16 0.18 -0.10 -0.042
C -3.143452 3.504731 -2.233816 0.62 1.13 0.59 0.282
C -3.495532 -2.622717 0.940915 1.29 0.63 0.26 -0.715
C 2.260521 -3.414211 -0.178272 -0.14 -0.10 -0.25 -0.650
C -1.901207 -2.951155 0.557276 1.46 0.68 0.27 -0.453
C -3.536808 -1.043979 1.373627 -0.59 4.35 -0.28 0.343
C -1.762086 3.858479 2.911076 1.67 7.74 -0.47 0.548
C -0.024246 2.633705 1.702424 -2.01 -0.84 -6.44 0.510
C -3.216961 -0.406248 2.843095 -0.10 0.16 -0.61 -0.430
H -4.887299 4.158586 -1.217028 -0.04 0.02 -0.07 0.378
H 1.275374 2.845952 5.464500 0.27 -0.01 0.15 0.078
H -1.808398 -3.472200 2.781913 1.41 -0.32 -1.67 0.329
H -0.887676 -4.750417 1.713437 -0.40 2.36 0.13 0.259
H 2.033414 -4.450846 -0.437579 0.07 0.02 0.04 0.316
H 2.632235 3.922993 5.024857 0.04 -0.19 0.24 0.264
H 2.566303 -2.861760 -1.069301 0.14 -0.06 0.05 0.451
H -1.799439 -3.629382 -0.391469 -0.54 1.23 1.90 0.452
H -0.275002 -3.237614 4.314549 0.94 1.27 -1.67 0.310
H -2.607121 3.164666 -1.356022 0.39 0.43 -0.08 0.572
H -4.925908 4.680122 -5.541787 0.02 -0.02 0.01 0.474
H -4.166514 -0.000543 -0.834447 0.64 0.95 1.94 0.189
H -2.645729 3.686202 -5.680781 -0.01 -0.09 -0.02 0.528
H -1.327189 -1.938345 0.292751 -1.33 -2.13 0.53 0.276
H 5.030550 -3.663320 -0.848496 0.12 -0.19 -0.05 0.134
H 4.424140 -5.228519 -0.223723 0.31 -0.42 0.33 0.503
H 2.208381 2.752720 2.416272 -1.16 -0.78 -1.93 0.211
H 1.825451 1.155819 1.439842 -0.89 2.53 0.34 0.225
H 1.371264 -2.945889 0.250273 0.31 -0.07 0.09 -0.043
H 1.982930 2.755130 0.454751 -1.25 -0.65 2.53 0.279
H -0.834446 0.909938 -5.807402 -0.34 -0.33 -0.18 0.167
H -4.105666 -2.863875 -0.034235 0.81 0.86 2.22 0.326
H 6.466442 -0.861562 -2.908890 -0.49 0.76 0.67 0.289
H 1.439736 -2.546280 3.942049 -2.41 -0.26 -1.35 0.248
H -3.835421 3.553052 4.007536 1.02 -0.41 -2.18 0.360
H 5.719729 -4.360235 0.639690 0.91 -1.62 0.91 0.430
H -3.924532 4.092457 2.119632 1.32 -1.33 1.91 0.255
H -4.010918 2.577711 0.343516 0.61 -2.18 1.75 -0.079
H -3.782191 -3.281110 1.868835 0.29 1.29 -1.96 0.423
H -2.960686 -1.227752 3.674091 -0.59 2.35 -1.82 0.378
H -0.041238 -1.412583 3.662318 0.40 -2.23 0.02 0.090

14
Properties=species:S:1:pos:R:3:forces:R:3:mulliken_charge:R:1 method="wB97M-V/def2-TZVPD" homo_lumo_gap_ev=9.21 max_force_ev_per_a=7.7 homo_ev=-9.300 lumo_ev=-0.09 total_energy_ev=-87184.451
Br 0.063242 1.929263 2.257371 0.18 0.15 -0.38 -0.159
S 1.521275 -2.469970 0.211987 -0.87 1.16 0.09 0.322
O 2.565751 -2.895029 -0.722392 0.16 -0.32 -0.27 -0.530
C -0.595192 -0.679233 0.347587 -3.35 -2.11 -6.58 -0.328
C -0.881209 0.713915 -0.198090 -0.72 1.15 1.08 -0.909
C 0.497535 -1.377078 -0.453422 1.23 -0.93 0.74 -0.319
C 0.050417 1.787901 0.345918 0.69 0.58 -3.43 -0.559
H -0.284717 2.698392 -0.215810 0.06 -0.13 1.44 0.374
H 0.778450 -1.273885 -1.506494 -0.64 0.58 0.10 0.313
H -1.859478 1.182460 -0.025922 -0.39 -1.11 0.90 0.354
H -0.944653 0.790510 -1.273168 0.90 -0.45 -0.61 0.434
H -1.585960 -1.357041 0.115294 2.17 1.59 0.95 0.225
H -0.352714 -0.711336 1.305294 0.67 -0.01 4.40 0.427
H 1.027253 1.661131 -0.188153 -0.07 -0.16 1.57 0.355

12
Properties=species:S:1:pos:R:3:forces:R:3:mulliken_charge:R:1 method="wB97M-V/def2-TZVPD" homo_lumo_gap_ev=9.14 max_force_ev_per_a=1.6 homo_ev=-9.216 lumo_ev=-0.08 total_energy_ev=-9347.267
O -1.296488 0.787085 -0.204150 -0.79 0.38 -0.64 -0.781
O 1.978712 1.072198 0.370303 -0.36 -0.01 0.17 -0.521
O 0.422085 -0.151237 -1.562152 -0.13 -0.06 1.58 -0.530
C 0.946818 0.613015 0.806882 0.53 0.12 -0.42 0.199
C 0.286921 -0.569742 0.120555 0.36 -0.06 -1.09 -0.149
C -1.189030 -0.461149 0.381844 0.33 0.10 -0.53 -0.388
H 0.862404 -1.472425 -0.020531 0.19 -0.32 0.55 0.377
H 0.448553 1.026451 1.706448 0.08 -0.32 -0.24 0.344
H 1.204151 0.443866 -1.598818 -0.25 -0.31 0.24 0.376
H -1.452538 -0.492127 1.472780 0.55 0.09 -0.56 0.304
H -1.770035 -1.279903 -0.079038 0.06 0.22 -0.09 0.272
H -0.441557 0.483966 -1.394120 -0.55 0.16 1.04 0.496